(1)
{
  "formula": "CH8N3",
  "method": "the ωB97M-V functional and the def2-TZVPD basis",
  "total_charge": 1,
  "e_tot_ha": -206.86223,
  "homo_lumo_gap_ev": 8.601,
  "largest_force_ev_per_a": 3.298,
  "elements": ["N", "H", "H", "H", "H", "N", "C", "N", "H", "H", "H", "H"],
  "coordinates": [[-1.360, -2.387, -1.256], [-0.783, -2.223, -0.429], [1.629, -0.013, 1.268], [-2.082, -1.688, -1.403], [-1.885, -3.124, -0.767], [-0.600, 0.874, 0.348], [0.658, 1.106, 0.060], [1.691, 0.924, 0.886], [-0.771, -0.026, 0.796], [-1.508, 1.220, 0.063], [0.843, 1.595, -0.887], [2.406, 1.626, 0.854]],
  "forces_ev_per_angstrom": [[-0.38, -1.20, 1.25], [0.29, 1.11, -0.41], [1.18, 0.53, 1.40], [0.35, 0.42, 0.21], [-0.26, -0.35, -1.01], [-0.23, -3.00, 0.90], [-0.25, 2.74, -0.59], [-2.48, -1.59, -1.48], [-0.01, 0.43, 1.05], [0.73, 0.55, -1.45], [0.03, 1.09, 0.27], [1.04, -0.72, -0.15]]
}

(2)
{
  "formula": "C26H32FN4O5Re",
  "method": "the ωB97M-V functional and the def2-TZVPD basis",
  "spin_multiplicity": 2,
  "total_charge": 3,
  "e_tot_ha": -1782.39732,
  "s_squared": 0.781,
  "homo_lumo_gap_ev": [5.833, 6.506],
  "largest_force_ev_per_a": 2.247,
  "elements": ["Re", "C", "N", "C", "C", "O", "C", "O", "C", "C", "O", "N", "C", "C", "H", "H", "H", "H", "H", "H", "H", "H", "H", "H", "H", "H", "H", "H", "H", "H", "O", "C", "C", "C", "C", "N", "C", "C", "C", "C", "C", "C", "O", "C", "C", "N", "H", "H", "H", "H", "H", "H", "H", "H", "H", "H", "H", "H", "F", "C", "C", "C", "C", "C", "C", "H", "H", "H", "H"],
  "coordinates": [[-0.496, 0.144, 0.325], [-3.628, 0.703, 3.773], [-4.108, 0.474, 2.427], [-5.516, 0.713, 2.190], [-3.281, 0.098, 1.480], [-2.074, -0.182, 1.713], [-3.791, 0.019, 0.041], [-2.678, -0.160, -0.827], [-2.750, -1.225, -1.773], [-1.403, -1.956, -1.810], [-0.566, -1.720, -0.916], [-1.154, -2.803, -2.789], [0.127, -3.479, -2.847], [-2.131, -3.214, -3.773], [-3.974, -0.085, 4.442], [-2.540, 0.731, 3.780], [-4.015, 1.656, 4.134], [-5.973, -0.099, 1.624], [-6.029, 0.787, 3.147], [-5.670, 1.650, 1.648], [-4.518, -0.798, -0.052], [-4.288, 0.960, -0.225], [-3.535, -1.945, -1.504], [-2.984, -0.799, -2.757], [0.816, -3.052, -2.122], [-0.003, -4.539, -2.639], [0.540, -3.371, -3.848], [-2.605, -2.359, -4.253], [-1.626, -3.797, -4.541], [-2.905, -3.839, -3.322], [5.366, -3.043, 1.555], [4.506, -2.817, 2.625], [3.383, -1.932, 2.199], [2.231, -1.788, 2.980], [1.172, -1.060, 2.486], [1.206, -0.455, 1.291], [2.349, -0.507, 0.557], [3.442, -1.237, 0.990], [2.272, 0.215, -0.715], [3.350, 0.496, -1.541], [3.162, 1.239, -2.706], [4.324, 1.609, -3.576], [5.515, 1.290, -2.934], [1.855, 1.623, -3.024], [0.827, 1.297, -2.165], [1.016, 0.631, -1.021], [6.068, -3.663, 1.794], [5.029, -2.330, 3.468], [4.097, -3.759, 3.024], [2.154, -2.263, 3.945], [0.252, -0.963, 3.051], [4.327, -1.330, 0.381], [4.348, 0.168, -1.301], [4.265, 2.682, -3.823], [4.227, 1.069, -4.537], [6.279, 1.582, -3.445], [1.648, 2.180, -3.923], [-0.195, 1.589, -2.381], [-0.454, 6.079, 2.106], [-0.489, 4.809, 1.757], [-1.136, 4.447, 0.574], [-1.129, 3.120, 0.202], [-0.519, 2.128, 0.984], [0.064, 2.529, 2.200], [0.101, 3.851, 2.583], [-1.618, 5.206, -0.023], [-1.623, 2.841, -0.722], [0.506, 1.794, 2.858], [0.580, 4.163, 3.498]],
  "forces_ev_per_angstrom": [[-1.40, 1.30, -0.01], [0.42, 0.06, 0.74], [0.85, -0.30, -0.58], [-0.77, 0.18, -0.39], [-1.21, 0.25, -0.23], [1.53, -0.51, -0.23], [-0.28, 0.24, 0.35], [0.87, 0.01, 0.43], [0.10, -0.27, -0.46], [-0.96, -0.22, -1.25], [0.86, 1.18, 1.71], [0.05, 0.62, 0.86], [0.68, -0.27, 0.08], [-0.74, -0.09, -0.40], [-0.02, -0.02, -0.06], [-0.16, 0.00, 0.03], [-0.01, -0.01, -0.08], [0.03, -0.01, 0.07], [0.08, -0.05, -0.07], [0.02, -0.01, 0.08], [0.17, 0.12, -0.04], [0.01, -0.18, 0.04], [0.11, 0.18, -0.02], [0.01, -0.15, 0.18], [-0.10, -0.08, -0.09], [-0.02, -0.05, 0.02], [-0.02, 0.02, -0.04], [0.05, 0.00, -0.03], [-0.05, 0.07, 0.06], [0.06, -0.03, -0.03], [0.16, 0.07, -0.52], [0.24, -0.31, 0.81], [-0.25, 0.11, -0.12], [0.19, 0.14, -0.26], [0.00, -0.23, 0.61], [-0.27, -0.03, -0.29], [0.31, -0.31, 0.30], [-0.26, 0.09, -0.11], [0.21, 0.21, -0.37], [-0.23, -0.07, 0.20], [-0.14, -0.06, 0.18], [-0.04, 0.26, -0.70], [0.18, -0.21, 0.41], [0.03, -0.15, 0.21], [-0.07, 0.33, -0.54], [0.11, -0.34, 0.19], [-0.13, 0.13, 0.06], [-0.17, -0.01, -0.10], [-0.08, 0.20, -0.07], [-0.08, -0.08, 0.10], [0.01, -0.02, -0.09], [0.08, 0.02, -0.07], [0.09, 0.00, 0.14], [-0.12, -0.17, 0.12], [-0.12, 0.08, 0.19], [-0.10, -0.01, -0.03], [-0.09, 0.10, -0.10], [0.07, 0.03, 0.00], [0.02, -0.30, -0.07], [-0.08, -0.18, -0.03], [0.00, 0.01, 0.02], [-0.27, 0.16, -0.31], [0.22, -1.72, -0.57], [0.37, 0.01, 0.17], [-0.07, 0.12, 0.03], [0.01, 0.06, -0.05], [0.00, 0.08, -0.12], [0.14, -0.03, 0.04], [0.00, 0.03, 0.10]]
}

(3)
{
  "formula": "C4H8",
  "method": "the ωB97M-V functional and the def2-TZVPD basis",
  "total_charge": 0,
  "e_tot_ha": -157.07307,
  "homo_lumo_gap_ev": 10.520,
  "largest_force_ev_per_a": 6.458,
  "smiles": "C=C.C=C",
  "elements": ["C", "C", "H", "H", "H", "H", "C", "C", "H", "H", "H", "H"],
  "coordinates": [[-1.532, -0.594, -1.264], [-0.948, -1.373, -0.224], [-0.886, 0.156, -1.847], [-2.339, -1.042, -1.693], [-0.151, -0.982, 0.274], [-1.248, -2.449, -0.235], [0.587, 1.196, 1.131], [1.781, 0.713, 0.592], [-0.416, 1.121, 0.513], [0.554, 1.667, 2.111], [1.945, 0.675, -0.511], [2.653, 0.911, 1.152]],
  "forces_ev_per_angstrom": [[5.12, -1.31, 2.95], [-3.71, 0.69, -5.24], [-1.58, -0.43, 1.50], [-2.11, -0.80, -1.68], [2.23, 0.30, 1.34], [-0.09, 1.22, 1.02], [0.70, -1.35, -2.81], [-3.18, 2.84, -0.14], [2.24, 0.44, 1.44], [-0.08, -0.49, -0.03], [-0.52, -0.89, 1.00], [0.99, -0.21, 0.66]]
}

(4)
{
  "formula": "C12H32ClO16S4",
  "method": "the ωB97M-V functional and the def2-TZVPD basis",
  "spin_multiplicity": 2,
  "total_charge": 0,
  "e_tot_ha": -3732.66166,
  "s_squared": 0.762,
  "homo_lumo_gap_ev": [10.809, 4.229],
  "largest_force_ev_per_a": 5.160,
  "elements": ["Cl", "O", "O", "O", "O", "O", "S", "O", "O", "C", "C", "C", "H", "H", "H", "H", "H", "H", "H", "H", "O", "S", "O", "O", "C", "C", "C", "H", "H", "H", "H", "H", "H", "H", "H", "O", "S", "O", "O", "C", "C", "C", "H", "H", "H", "H", "H", "H", "H", "H", "O", "S", "O", "O", "C", "C", "C", "H", "H", "H", "H", "H", "H", "H", "H"],
  "coordinates": [[-43.595, -7.248, -14.742], [-42.827, -6.135, -15.130], [-42.730, -8.342, -14.709], [-44.094, -6.852, -13.432], [-44.636, -7.568, -15.654], [-37.455, -4.550, -16.391], [-38.374, -4.753, -15.269], [-38.057, -5.090, -13.873], [-39.387, -3.405, -15.247], [-40.397, -3.335, -14.343], [-41.428, -2.270, -14.846], [-39.544, -6.035, -15.802], [-39.859, -2.909, -13.496], [-40.797, -4.300, -14.031], [-42.241, -2.151, -14.130], [-41.743, -2.511, -15.861], [-40.907, -1.323, -14.985], [-39.985, -5.668, -16.729], [-40.370, -6.178, -15.104], [-38.909, -6.882, -16.061], [-46.858, -5.898, -18.853], [-48.089, -6.684, -18.518], [-49.411, -6.214, -19.003], [-47.911, -8.292, -18.923], [-46.607, -8.831, -18.813], [-46.735, -10.300, -18.445], [-48.186, -6.938, -16.706], [-45.906, -8.313, -18.159], [-46.161, -8.757, -19.805], [-46.916, -10.985, -19.272], [-47.439, -10.473, -17.631], [-45.748, -10.648, -18.141], [-48.331, -5.930, -16.317], [-47.265, -7.416, -16.372], [-49.043, -7.601, -16.586], [-47.583, -6.191, -11.727], [-47.589, -7.411, -10.933], [-48.592, -7.575, -9.862], [-47.728, -8.704, -11.995], [-47.007, -8.765, -13.166], [-46.006, -9.968, -13.121], [-46.022, -7.795, -10.196], [-46.375, -7.887, -13.301], [-47.740, -8.862, -13.967], [-45.507, -9.991, -12.153], [-45.410, -9.985, -14.034], [-46.660, -10.836, -13.207], [-45.224, -7.218, -10.664], [-45.840, -8.858, -10.351], [-46.166, -7.745, -9.116], [-41.371, -6.905, -21.233], [-41.553, -6.470, -19.884], [-40.501, -5.695, -19.195], [-42.987, -5.555, -19.796], [-43.473, -5.265, -18.442], [-44.075, -3.891, -18.497], [-42.051, -7.799, -18.804], [-42.745, -5.295, -17.632], [-44.280, -5.933, -18.143], [-45.029, -3.866, -17.971], [-44.226, -3.592, -19.535], [-43.487, -3.073, -18.082], [-41.984, -7.402, -17.791], [-41.315, -8.584, -18.977], [-43.096, -8.028, -19.014]],
  "forces_ev_per_angstrom": [[-2.15, -3.00, -1.62], [0.97, 2.95, -0.32], [1.32, -1.26, 1.25], [0.16, 0.22, 0.08], [-0.37, 1.11, 0.59], [-1.25, -0.01, 2.68], [-1.46, -0.05, 0.08], [0.28, 0.98, -2.39], [3.33, -2.12, -3.32], [-1.07, 1.93, 2.23], [1.08, -0.87, -0.07], [0.27, 1.06, -0.71], [-0.81, -0.08, 0.91], [-0.31, -0.05, -0.29], [-0.06, -0.06, -0.24], [-0.49, -0.31, 0.16], [0.06, 0.04, 0.38], [0.17, 0.07, -0.20], [0.65, -0.32, 0.28], [-0.30, -0.20, 0.43], [-2.82, -2.21, 0.74], [-0.02, 1.26, -0.61], [3.26, -1.53, 1.01], [-0.90, 2.49, 0.32], [0.74, -1.11, -1.10], [0.82, -0.34, 0.12], [-0.04, 0.33, -1.46], [-0.53, 0.32, 0.44], [0.16, 0.04, -0.07], [-0.69, 0.42, -0.18], [0.01, 0.03, -0.08], [0.13, 0.11, 0.46], [-0.02, -0.26, 0.31], [-0.03, 0.22, -0.01], [0.01, 0.25, 0.21], [0.41, -1.52, 0.91], [-2.16, -0.17, 0.26], [1.97, -0.07, -2.69], [-1.40, 1.18, 3.16], [2.23, -0.34, -1.03], [-2.26, 0.22, -0.43], [0.10, -0.64, -0.04], [-0.48, 0.48, -0.18], [0.30, 0.07, -0.25], [0.42, -0.01, -0.45], [0.49, 0.18, 0.37], [0.28, -0.39, 0.30], [-0.10, 0.15, 0.44], [-0.08, 0.08, -0.29], [0.27, 0.78, -0.12], [-0.41, 0.26, 0.63], [-0.24, 2.67, 1.77], [-1.84, -1.52, -1.26], [2.02, -1.49, 0.50], [-0.35, 0.54, -0.10], [-0.42, 1.17, -0.11], [0.32, 0.41, -0.15], [0.66, -0.19, -0.51], [0.11, -0.54, -0.54], [-0.09, -0.05, -0.17], [-0.33, -0.22, 0.00], [0.43, -0.29, 0.16], [0.16, -0.17, -0.08], [-0.37, -0.22, 0.13], [0.27, -0.38, -0.23]]
}

Question: What is the formula in the first record?
Answer: CH8N3